{
  "formula": "C25H61AsCrN6O5P2SSi3",
  "method": "ωB97M-V with the def2-TZVPD basis set",
  "multiplicity": 5,
  "s_squared": 6.01,
  "lumo_ev": [0.48, 0.48],
  "orbital_gap_ev": [7.07, 7.20],
  "homo_energy_ev": [-6.590, -6.723],
  "max_force_ev_per_a": 0.6,
  "elements": ["Cr", "C", "N", "C", "P", "O", "O", "P", "O", "N", "C", "C", "N", "C", "C", "N", "C", "C", "H", "H", "H", "H", "H", "H", "H", "H", "H", "H", "H", "H", "H", "H", "H", "H", "H", "H", "H", "H", "H", "H", "H", "H", "S", "C", "C", "C", "C", "C", "N", "H", "H", "H", "H", "N", "C", "C", "C", "O", "O", "H", "H", "H", "H", "H", "H", "C", "Si", "C", "C", "As", "Si", "C", "C", "C", "Si", "C", "C", "C", "H", "H", "H", "H", "H", "H", "H", "H", "H", "H", "H", "H", "H", "H", "H", "H", "H", "H", "H", "H", "H", "H", "H", "H", "H", "H", "H"],
  "positions_angstrom": [[-0.25, -0.69, -0.35], [3.10, 1.30, -2.60], [3.44, 0.28, -1.63], [4.52, -0.61, -2.02], [2.81, 0.40, -0.12], [1.35, 0.68, -0.05], [3.30, -0.94, 0.57], [2.46, -2.19, 1.21], [1.20, -2.45, 0.50], [2.31, -1.71, 2.77], [1.48, -2.55, 3.62], [3.13, -0.74, 3.47], [3.50, -3.45, 1.11], [3.49, -4.29, -0.09], [4.73, -3.46, 1.86], [3.62, 1.56, 0.76], [3.23, 2.95, 0.58], [5.07, 1.40, 0.85], [2.82, 0.81, -3.54], [3.93, 1.98, -2.79], [2.24, 1.88, -2.26], [4.30, -1.01, -3.01], [4.57, -1.46, -1.35], [5.49, -0.09, -2.04], [0.80, -3.14, 3.01], [0.87, -1.91, 4.27], [2.09, -3.21, 4.25], [3.84, -1.23, 4.15], [2.48, -0.09, 4.07], [3.68, -0.12, 2.77], [2.59, -4.11, -0.66], [3.55, -5.34, 0.21], [4.34, -4.06, -0.73], [4.64, -2.88, 2.77], [5.57, -3.07, 1.27], [4.98, -4.49, 2.15], [2.17, 3.00, 0.35], [3.79, 3.43, -0.23], [3.41, 3.50, 1.50], [5.32, 0.35, 1.00], [5.43, 1.97, 1.70], [5.57, 1.75, -0.06], [-1.60, -2.07, 1.91], [-2.28, -2.60, 0.43], [-3.30, -3.57, 0.33], [-3.80, -3.93, -0.89], [-3.32, -3.31, -2.04], [-2.34, -2.36, -1.90], [-1.82, -2.02, -0.71], [-3.65, -4.03, 1.25], [-4.57, -4.69, -0.96], [-3.70, -3.55, -3.02], [-1.95, -1.82, -2.76], [-0.81, -0.17, -4.22], [0.15, -1.04, -4.91], [0.43, -2.32, -4.12], [1.24, -2.07, -2.85], [2.31, -2.66, -2.68], [0.75, -1.22, -2.01], [-0.96, 0.68, -4.76], [-0.43, 0.08, -3.31], [1.11, -0.55, -5.13], [-0.30, -1.32, -5.87], [1.01, -3.01, -4.73], [-0.51, -2.79, -3.85], [-2.67, 3.60, 2.98], [-1.53, 2.18, 2.53], [-1.53, 0.94, 3.92], [0.19, 2.88, 2.34], [-2.11, 1.12, 0.50], [-2.11, 2.80, -1.14], [-3.13, 2.21, -2.59], [-2.70, 4.50, -0.61], [-0.34, 3.01, -1.73], [-4.42, 0.61, 0.74], [-5.41, 2.20, 0.88], [-5.03, -0.30, -0.77], [-4.76, -0.42, 2.25], [-2.30, 4.10, 3.87], [-3.68, 3.25, 3.19], [-2.74, 4.34, 2.18], [-0.98, 1.36, 4.77], [-1.06, 0.01, 3.61], [-2.54, 0.71, 4.27], [0.53, 3.27, 3.30], [0.21, 3.69, 1.62], [0.89, 2.11, 2.02], [-4.19, 2.28, -2.38], [-2.89, 1.18, -2.86], [-2.92, 2.85, -3.46], [-3.65, 4.48, -0.08], [-2.82, 5.13, -1.49], [-1.96, 4.98, 0.03], [0.02, 2.10, -2.22], [0.33, 3.22, -0.89], [-0.28, 3.83, -2.44], [-5.09, 2.97, 0.17], [-5.36, 2.61, 1.89], [-6.46, 1.97, 0.67], [-5.15, 0.36, -1.63], [-6.02, -0.71, -0.54], [-4.38, -1.12, -1.05], [-4.15, -0.15, 3.10], [-4.59, -1.48, 2.05], [-5.81, -0.29, 2.52]]
}